A cluster of 4 separate species, C26H52IN4O8P2 in total at a distorted geometry, computed with the ωB97M-V functional and the def2-TZVPD basis.

Summary:
- F_max (eV/Å) = 5.49
- charge = +1
- HOMO energy (eV) = -9.97
- gap between HOMO and LUMO (eV) = 7.19

Element x y z (Å)
I 3.286 1.134 6.183
P 0.342 -3.160 4.125
P -1.678 0.087 2.888
O 3.345 2.302 2.109
O -1.596 5.241 0.623
O -0.756 -4.393 3.575
O 0.234 -0.252 -5.414
O 2.437 0.497 0.833
O -3.215 -0.019 -0.759
O 0.620 -3.366 -2.819
O -0.195 1.700 -1.754
N -0.334 -0.792 0.591
N 1.113 -2.307 2.731
N -0.771 -2.138 5.038
N -0.885 -0.069 -0.412
C 2.564 -0.436 1.903
C 1.406 -0.048 4.086
C -0.054 -0.126 1.873
C 1.643 -3.953 -4.884
C 0.495 0.917 -5.648
C 1.304 1.311 -6.854
C -0.537 -5.036 -4.058
C 0.020 2.020 -4.740
C 0.052 0.517 -1.388
C -3.305 6.693 -0.169
C -2.253 4.853 -1.629
C 2.684 1.840 1.166
C -2.317 5.565 -0.304
C -2.483 1.716 2.276
C -2.937 -1.267 2.558
C 0.815 -2.934 1.367
C 1.174 -0.806 2.707
C 0.580 -4.054 -3.826
C -2.111 -0.563 -1.045
C 1.295 -0.239 -2.048
C 2.374 -0.632 5.186
C -0.369 -2.245 0.551
C -1.512 2.986 2.472
C 2.071 2.936 0.142
C 3.550 -1.621 4.872
C -2.218 -1.696 -2.182
H 3.379 -0.083 2.640
H 0.877 2.558 -4.330
H 1.197 -3.642 -5.831
H -3.220 4.398 -1.853
H -1.250 -4.084 2.785
H -0.347 -1.810 5.914
H -1.230 -5.001 -3.215
H 2.218 1.819 -6.539
H 1.732 -2.870 0.667
H -2.067 3.959 2.660
H -3.241 7.112 0.837
H -1.080 -4.773 -4.968
H -1.498 4.065 -1.581
H 0.645 -4.069 1.449
H -0.184 -2.566 -0.546
H 0.713 1.963 -7.501
H -1.208 -1.938 -2.644
H 0.158 0.987 1.644
H 3.838 -1.839 3.798
H 4.509 -1.259 5.397
H -0.665 2.789 3.229
H 1.728 -1.089 6.025
H -1.975 5.557 -2.416
H 1.767 -0.918 -1.270
H -0.132 -6.047 -4.138
H -2.549 -2.650 -1.620
H 2.145 -4.916 -5.001
H 0.438 0.228 4.652
H -3.492 -1.215 1.565
H -3.748 -1.168 3.374
H 1.577 0.415 -7.416
H -1.342 -2.769 0.847
H 1.007 3.239 0.441
H -3.073 7.478 -0.891
H 2.108 -2.615 2.856
H 1.988 0.544 -2.487
H -3.037 -1.487 -2.941
H -3.384 1.893 2.967
H -4.319 6.319 -0.329
H -0.628 2.704 -5.292
H -0.974 3.125 1.462
H 2.137 2.563 -0.936
H -2.530 -2.325 2.662
H 2.733 3.865 0.234
H 0.850 -0.923 -2.863
H 3.328 -2.643 5.363
H -1.608 -2.692 5.284
H 3.057 -1.370 1.429
H 2.382 -3.207 -4.585
H 1.823 0.989 3.787
H -2.885 1.645 1.215
H -0.548 1.589 -3.916

---

A structure of composition C26H52N4O2Si4V at a distorted geometry, computed with the ωB97M-V functional and the def2-TZVPD basis.

Summary:
- ⟨S²⟩ = 2.31
- F_max (eV/Å) = 4.07
- multiplicity = 3
- charge = +1
- relative energy (zero: lowest compared OMol25 entry of this formula, charge and spin) (eV) = 1.554
- HOMO energy (alpha / beta) (eV) = -9.66 / -9.49
- gap between HOMO and LUMO (alpha / beta) (eV) = 6.15 / 5.95

Element x y z (Å)
V -0.340 0.933 -0.687
Si -0.006 -1.827 -0.942
Si -0.638 -2.556 -3.110
Si 2.255 -2.416 -0.460
Si -1.454 -2.846 0.639
O -3.145 1.738 -1.768
O -1.439 0.314 -1.858
N 0.130 2.831 -0.800
N 1.983 0.976 -0.844
N -0.855 1.055 3.548
N -0.176 1.067 1.319
C 0.526 1.076 4.019
C -2.461 2.235 5.090
C -3.221 -2.242 0.288
C 3.557 -1.921 -1.760
C -2.453 -2.239 -3.562
C -2.225 1.231 -2.387
C 0.660 5.587 -0.965
C -2.547 1.074 1.780
C -1.915 0.916 4.551
C 1.733 4.674 -0.894
C -0.848 3.727 -0.849
C -0.891 -2.361 2.394
C 3.095 5.047 -0.862
C 0.497 -1.708 -4.377
C -1.113 1.065 2.229
C 2.438 2.337 -0.805
C -0.340 -4.421 -3.238
C 1.155 2.466 3.972
C 3.750 2.726 -0.754
C 1.414 3.300 -0.843
C 4.074 4.095 -0.773
C 2.339 -4.298 -0.321
C -1.500 -4.737 0.574
C -0.623 5.103 -0.955
C 2.807 -1.716 1.229
C -1.908 1.617 -3.815
H -2.176 -5.134 1.336
H 2.399 -2.339 2.027
H 0.713 -4.658 -3.077
H 5.114 4.391 -0.738
H 0.709 -0.671 -4.105
H -2.844 2.871 4.293
H -3.720 -2.926 -0.402
H -1.080 1.033 -4.209
H 0.856 6.650 -1.016
H -0.616 -4.798 -4.226
H -2.796 1.470 -4.428
H -1.473 5.769 -1.001
H 1.665 -4.663 0.456
H 1.452 -2.233 -4.447
H -3.040 0.136 2.034
H 4.532 1.977 -0.714
H -2.844 -1.338 -3.090
H 1.187 2.853 2.951
H 4.565 -2.046 -1.359
H -0.516 -5.177 0.744
H 2.455 -0.696 1.413
H -0.350 -1.414 2.379
H -2.609 1.195 0.700
H -0.923 -4.973 -2.499
H 0.050 -1.707 -5.374
H 3.894 -1.724 1.331
H -1.731 -2.274 3.089
H -3.097 1.888 2.250
H -3.833 -2.195 1.192
H 3.478 -0.898 -2.133
H -3.087 -3.071 -3.250
H -3.218 -1.255 -0.181
H -1.660 2.680 -3.843
H -0.217 -3.120 2.799
H -2.723 0.322 4.132
H 1.121 0.368 3.433
H 2.174 2.425 4.357
H -1.858 -5.084 -0.397
H -3.280 2.023 5.778
H -1.864 3.350 -0.798
H 3.349 6.099 -0.901
H 2.663 0.347 -0.433
H -1.502 0.341 5.379
H 3.474 -2.577 -2.629
H 0.764 1.076 1.699
H 1.867 0.680 -1.813
H 0.588 3.166 4.584
H 0.537 0.709 5.043
H 2.050 -4.773 -1.260
H 3.348 -4.640 -0.074
H -2.569 -2.126 -4.642
H -1.696 2.791 5.633

---

A cluster of 9 separate species, C26H53F6N5O10P in total at a distorted geometry, computed with the ωB97M-V functional and the def2-TZVPD basis.

Summary:
- ⟨S²⟩ = 0.75
- F_max (eV/Å) = 5.74
- multiplicity = 2
- HOMO energy (alpha / beta) (eV) = -9.06 / -9.06
- gap between HOMO and LUMO (alpha / beta) (eV) = 8.27 / 3.19

Element x y z (Å)
P -0.550 0.687 -0.047
F -2.012 1.142 -0.620
F -0.481 -0.647 -1.005
F -1.178 -0.249 1.062
F 0.959 0.310 0.425
F -0.026 1.710 -1.257
F -0.423 1.993 0.894
O 0.249 0.944 -5.764
O -4.425 1.237 -4.691
O -0.557 3.607 5.641
O 2.987 3.079 -1.067
O 0.146 2.181 7.204
O 3.325 -0.433 4.579
O -1.966 6.426 0.033
O 0.059 -1.324 -5.640
O 4.574 2.884 -2.609
O -5.098 -3.054 0.908
N 1.572 0.618 3.622
N -3.637 -1.688 0.220
N -0.582 4.760 0.424
N 1.198 -4.737 -0.051
N -2.849 1.664 -3.403
C 0.342 -0.251 -5.143
C 0.609 2.015 -4.881
C 1.520 -3.372 0.336
C 4.856 1.816 -0.387
C 1.944 -7.070 -0.158
C -1.570 3.590 4.582
C -1.781 5.296 0.393
C -1.447 2.158 4.100
C 1.009 -0.116 -3.790
C -3.580 -0.627 -3.419
C 2.287 -0.448 3.930
C 2.698 -2.641 -0.348
C -1.110 1.305 5.318
C 2.828 2.965 0.387
C -0.122 -3.895 -2.015
C 2.282 -5.657 0.305
C 4.162 2.648 -1.475
C -3.605 0.794 -3.939
C -4.882 -1.978 0.410
C 1.830 -1.810 3.496
C 4.218 2.444 0.868
C -0.468 2.385 6.216
C 0.967 -4.794 -1.474
C 1.676 1.288 -4.017
C -2.956 4.354 0.651
C -5.937 -0.903 0.192
H 0.266 -2.936 -2.358
H 1.582 -2.354 4.408
H 0.966 -1.849 2.832
H -0.288 -4.451 -2.938
H -0.402 0.558 4.959
H -4.567 -1.021 -3.176
H 1.869 -4.656 -2.070
H 0.985 0.506 2.809
H 1.163 2.804 -5.391
H 2.507 3.887 0.872
H 0.628 -5.781 -1.789
H 0.234 5.347 0.325
H 2.090 -7.345 -1.202
H -3.138 -1.215 -4.223
H 4.150 1.649 1.610
H 2.747 -1.602 -0.024
H -2.384 1.884 3.615
H 1.736 -3.288 1.402
H -3.257 -0.757 0.118
H -6.852 -1.453 -0.026
H -5.701 -0.272 -0.665
H 0.624 -2.777 0.162
H -2.340 1.640 -2.531
H -2.971 -2.441 0.312
H -6.105 -0.208 1.014
H 1.845 1.522 3.982
H 0.926 -7.227 0.201
H -0.669 2.167 3.336
H -2.946 -0.673 -2.534
H 2.636 1.213 -4.529
H 3.241 -5.323 -0.092
H -3.667 4.499 -0.162
H 4.592 0.759 -0.399
H -2.549 3.779 5.021
H 4.692 3.299 1.351
H 2.530 -7.718 0.494
H 2.663 -2.333 3.027
H 5.924 2.037 -0.360
H -1.857 0.771 5.905
H 2.602 -2.730 -1.430
H -2.985 2.532 -3.900
H -3.451 4.732 1.546
H 3.609 -3.175 -0.077
H 2.195 -5.759 1.386
H -0.398 3.777 0.568
H 0.274 0.016 -2.996
H 1.769 1.876 -3.104
H 1.702 -0.905 -3.499
H -1.335 4.251 3.747
H -1.025 -4.001 -1.413
H -2.714 3.296 0.751
H 2.011 2.269 0.576
H -0.211 2.574 -4.432